Record 1
63
Properties=species:S:1:pos:R:3:lowdin_charge:R:1 method="wB97M-V/def2-TZVPD" relative_energy_kcal_mol=18.5 homo_ev=-20.10 multiplicity=1 orbital_gap_ha=0.223 energy_ev=-209363.2574 total_charge=+4
W 1.8071 0.8695 -0.7605 1.041
S 3.5979 1.0894 -5.1209 1.129
C 2.8693 0.4187 -4.0045 -1.167
S 2.0470 -0.4947 -2.9138 0.677
S 2.2840 2.6248 -1.8623 0.442
C 1.0128 -3.0763 -0.9977 0.031
O 1.0036 -1.6705 -0.5592 -0.265
C 0.4524 -1.4367 0.6691 -0.557
O 0.0366 -2.2713 1.4007 0.182
C 0.4905 0.0491 0.8146 -0.238
C -0.4619 0.7637 1.4283 -0.303
As -2.1337 -0.0355 2.1671 1.404
C -3.3312 1.5037 2.2976 -0.255
C -2.7212 -0.5740 0.3302 -0.216
C -2.0615 -0.3976 -0.8265 -0.237
As -0.7322 0.7806 -1.5786 1.315
C -1.5835 2.4370 -2.0437 -0.151
C -2.3429 -0.8427 -2.1895 -0.435
O -1.4436 -0.2842 -2.9731 -0.089
O -3.2496 -1.6142 -2.5635 0.110
C -3.4845 -1.9258 -4.0177 0.132
C -4.1512 -1.0914 0.2677 -0.556
O -4.9082 -0.2598 -0.1468 0.197
O -4.4850 -2.2928 0.6478 0.050
C -3.5044 -3.2425 1.1361 0.020
C -0.1611 2.1911 1.1970 -0.497
O 0.6540 2.4749 0.2616 -0.271
O -0.7489 3.0670 1.9055 0.042
C -0.5437 4.5238 1.7194 0.095
H 1.4976 -3.0896 -1.9672 0.080
H -0.0142 -3.4265 -1.0602 0.112
H 1.5647 -3.6655 -0.2712 0.111
H -3.0746 2.0511 3.2024 0.048
H -4.3275 1.0769 2.4210 0.056
H -3.3254 2.1529 1.4266 0.041
H -2.6517 2.3261 -1.8587 0.076
H -1.3916 2.5989 -3.1063 0.076
H -1.1580 3.2586 -1.4731 0.044
H -4.1258 -2.7975 -3.9864 0.123
H -2.5258 -2.1281 -4.4829 0.110
H -3.9900 -1.0617 -4.4369 0.125
H -3.8247 -4.2111 0.7671 0.118
H -3.5188 -3.2286 2.2228 0.112
H -2.5082 -3.0080 0.7563 0.071
H -1.5321 4.9553 1.8323 0.122
H -0.1237 4.7140 0.7376 0.100
H 0.1114 4.8419 2.5240 0.115
N 3.0386 3.2236 1.9183 0.207
C 3.2646 1.9296 1.8841 -0.596
N 3.2169 1.2080 0.7228 -0.120
C 3.6431 -0.0876 0.9539 -0.373
C 3.9122 -0.9562 -0.0953 -0.060
C 4.1882 -2.2972 0.2405 -0.020
C 4.2927 -2.6646 1.5667 0.013
C 4.1347 -1.7368 2.6224 0.022
C 3.7872 -0.4504 2.2958 -0.408
S 3.6160 0.9925 3.2886 1.250
H 2.9654 3.7494 1.0582 0.133
H 3.1721 3.7532 2.7710 0.155
H 4.1498 -0.5715 -1.0825 0.100
H 4.4318 -3.0103 -0.5360 0.138
H 4.5845 -3.6769 1.8157 0.142
H 4.3138 -2.0472 3.6441 0.147

***

Record 2
77
Properties=species:S:1:pos:R:3:lowdin_charge:R:1 method="wB97M-V/def2-TZVPD" homo_ev=-1.25 multiplicity=1 orbital_gap_ha=0.044 energy_ev=-210500.2201 total_charge=-2
N 0.0485 0.0318 -2.3671 0.034
B 1.1686 0.6138 -1.5170 -0.679
O 2.1324 1.3563 -2.2425 0.009
P 1.2658 0.4152 0.4159 0.388
Br 2.2460 2.5438 0.4721 0.471
C 2.9319 -0.4700 0.2865 -0.262
C 4.1297 0.2770 1.0498 -0.244
O 5.1181 -0.7948 1.3709 -0.454
C 5.6475 -0.4307 2.6241 -0.583
O 6.4495 0.4536 2.8037 0.016
O 1.2606 0.4174 2.1775 -0.618
N 1.6011 -0.7879 2.7332 -0.098
O 1.9024 -0.5594 3.8631 0.021
C 0.1949 -1.2160 0.3161 -0.339
C -1.1708 -1.1810 1.0834 -0.129
C -2.0228 -2.3923 1.0097 -0.141
C -1.5417 -3.5049 0.2199 -0.151
C -0.2305 -3.3495 -0.4765 -0.200
N 0.6256 -2.2489 -0.4257 0.037
H -0.8608 0.1048 -1.8831 0.054
H 0.2716 -0.9149 -2.6514 -0.184
H 2.4820 0.7125 -2.8888 0.055
H -0.0336 1.1132 0.4947 -0.025
H 3.2659 -0.4953 -0.7898 0.080
H 2.9703 -1.5401 0.6436 0.058
H 4.6776 0.9881 0.3910 0.103
H 3.8175 0.6995 2.0343 0.079
H 5.2675 -1.0187 3.5051 0.115
H -1.5614 -0.3066 1.6851 -0.046
H -2.9929 -2.4722 1.5416 0.085
H -2.0984 -4.4628 0.1057 0.093
H 0.1069 -4.2167 -1.0964 0.070
Li 0.0841 -3.2424 2.0472 0.674
Ca -0.7475 0.9382 3.0744 1.372
Cl 6.2510 -2.5719 1.7707 0.111
N -2.0078 2.6461 -2.0456 -0.590
O -1.7698 1.9588 -1.0023 -0.135
O -2.1713 3.8699 -1.9523 -0.020
O -2.0842 2.0785 -3.1421 -0.041
C 5.6357 -2.5320 -4.5315 -0.161
C 4.5247 -2.7945 -5.5302 -0.172
O 3.3747 -3.0805 -4.7304 -0.218
S 3.4643 -2.2326 -3.3569 0.582
O 2.6764 -1.0434 -3.5138 -0.277
O 3.2967 -3.1197 -2.2704 -0.181
O 5.0142 -1.8172 -3.4625 -0.158
H 6.0375 -3.4651 -4.1290 0.138
H 6.4457 -1.9452 -4.9610 0.137
H 4.7479 -3.6276 -6.1939 0.134
H 4.3101 -1.9031 -6.1257 0.134
Ca -0.4801 -1.8959 -3.7830 1.086
F 3.4206 -2.8652 2.0135 -0.686
F -3.3570 -3.5367 3.8514 0.039
C -4.6342 -3.8901 3.6147 -0.292
C -4.9305 -4.6446 2.4946 -0.019
C -6.2473 -5.0128 2.2527 -0.076
C -7.2512 -4.6137 3.1271 -0.095
C -6.9392 -3.8514 4.2464 -0.082
C -5.6218 -3.4912 4.4958 -0.017
H -4.1353 -4.9390 1.8204 0.108
H -6.4907 -5.6099 1.3825 0.107
H -8.2789 -4.8980 2.9347 0.101
H -7.7227 -3.5372 4.9251 0.105
H -5.3585 -2.9048 5.3673 0.117
F -2.2358 2.2528 -5.4789 -0.696
C -2.3371 7.0116 -0.5170 0.181
C -2.6300 8.2046 -1.1930 -0.357
C -2.2181 9.4646 -0.4364 -0.364
O -2.3255 10.5938 -0.8924 0.054
C -1.6727 9.3085 0.9090 0.095
C -1.3917 8.1260 1.5918 -0.402
C -1.7029 6.8618 0.7969 -0.332
O -1.4611 5.7373 1.1914 0.102
O -0.9301 8.0089 2.7321 0.040
O -3.1615 8.3237 -2.2940 0.107
H -2.5854 6.0621 -0.9866 0.117
H -1.4725 10.2542 1.4006 0.117

***

Record 3
64
Properties=species:S:1:pos:R:3:lowdin_charge:R:1 method="wB97M-V/def2-TZVPD" homo_ev=-10.98 multiplicity=1 orbital_gap_ha=0.230 energy_ev=-1078852.5596 total_charge=+1
C -2.2919 -1.5764 4.8684 0.183
C -1.6291 -1.8842 3.8967 -0.062
N -0.8907 -2.1178 2.6609 -0.073
N -1.2552 -3.2326 2.0437 0.144
C -0.5238 -3.3757 0.9046 -0.041
C 0.5092 -2.4910 0.2955 0.048
C 0.8541 -1.2449 1.0667 -0.057
C 1.9085 -0.1867 0.5912 -0.122
C 1.3452 1.2855 0.3558 -0.379
C 2.6364 2.2544 0.3358 -0.028
O 0.6965 1.4916 -0.8999 -0.128
C -0.6654 1.0452 -0.8977 -0.197
C -1.6358 1.9106 0.0183 -0.146
C -1.2565 3.2747 0.5649 -0.026
C -2.1672 4.0656 1.4673 -0.069
C -3.4924 3.4390 1.8125 -0.103
C -3.9172 2.0805 1.2851 -0.058
C -2.9835 1.2977 0.3761 -0.038
C 0.0458 -1.1793 2.3267 -0.082
C 0.2942 0.0450 3.3056 0.006
H -2.9051 -1.2611 5.7441 0.086
H -0.7530 -4.3339 0.3340 0.140
H 0.9826 -2.7727 -0.6842 0.062
H 2.3022 -0.5473 -0.4254 0.007
H 2.8276 -0.1770 1.2697 0.138
H 0.7412 1.6451 1.2545 0.119
H 3.3782 1.8891 1.1247 0.084
H 2.3543 3.3291 0.5740 0.088
H 3.1901 2.1749 -0.6600 0.102
H -1.0461 1.1941 -1.9655 0.109
H -0.8114 -0.0537 -0.6705 0.083
H -0.2484 3.7249 0.3127 0.102
H -1.8955 5.0766 1.9019 0.064
H -4.2122 3.9795 2.5048 -0.009
H -4.9118 1.6097 1.5578 0.096
H -3.2510 0.2644 -0.0148 0.072
H 1.2201 0.6286 3.0061 0.091
H -0.6313 0.7094 3.1931 0.120
H 0.4142 -0.2648 4.3836 0.103
C -4.0573 -0.2770 -3.8520 -1.585
Br -5.7019 -0.0057 -2.8690 0.585
Br -3.4125 1.3647 -4.6474 0.589
Br -2.6991 -1.1234 -2.7578 0.548
H -4.2810 -0.9609 -4.6669 -0.021
C 4.0708 -3.0927 -1.9022 -1.537
Br 2.8114 -1.7068 -2.4032 0.672
Br 5.8515 -2.7139 -2.5566 0.644
Br 4.0570 -3.4191 0.0074 0.592
H 3.7424 -4.0102 -2.3847 -0.014
C 7.6905 -5.8759 -1.2729 -1.636
Br 7.2062 -5.3370 0.5236 0.532
Br 9.6037 -6.0936 -1.4670 0.583
Br 6.7240 -7.4577 -1.8330 0.565
H 7.3928 -5.0695 -1.9375 -0.098
C -5.5735 6.9457 3.3781 -1.592
Br -3.7530 6.3981 3.7590 0.612
Br -5.6296 8.4773 2.1972 0.583
Br -6.6434 5.4780 2.7051 0.590
H -6.0158 7.2546 4.3217 -0.026
C 1.3485 -2.0248 -6.2529 -1.626
Br 2.0710 -3.8202 -6.3331 0.562
Br 0.8304 -1.3776 -8.0010 0.591
Br -0.1044 -1.8916 -4.9772 0.498
H 2.1454 -1.3769 -5.8964 -0.036

***

Record 4
52
Properties=species:S:1:pos:R:3:lowdin_charge:R:1 method="wB97M-V/def2-TZVPD" homo_ev=-11.62 multiplicity=1 orbital_gap_ha=0.252 energy_ev=-55872.1461 total_charge=+1 smiles="CCOC(=O)[C@H](C=[N+]1CCOCC1)C(c1ccc(Cl)cc1)c1ccc(Cl)cc1"
C -2.6143 -0.9293 5.2468 -0.063
C -2.9252 -0.8018 3.7587 -0.191
O -2.5684 -2.0133 3.0247 0.022
C -2.5050 -1.8936 1.6976 -0.452
C -2.2807 -3.2424 0.9506 -0.063
C -1.2081 -3.0156 0.0464 0.023
N -0.1002 -3.7420 -0.1713 -0.016
C 0.1617 -4.9184 0.6501 -0.084
C 1.4029 -5.7050 0.1969 -0.156
O 1.5430 -5.7154 -1.2312 -0.123
C 1.7801 -4.3987 -1.7229 -0.160
C 0.5339 -3.5042 -1.4432 -0.104
O -2.7392 -0.8303 1.1148 0.099
H -3.1514 -0.1056 5.7602 0.092
H -2.9527 -1.8881 5.6861 0.088
H -1.5335 -0.7882 5.4444 0.084
H -4.0104 -0.6425 3.6406 0.121
H -2.4027 0.0738 3.3466 0.130
H -2.1878 -4.0865 1.6410 0.146
H -1.1965 -2.1110 -0.5573 0.162
H 0.3063 -4.6219 1.7021 0.150
H -0.6808 -5.6324 0.6093 0.146
H 2.3219 -5.2933 0.6712 0.137
H 1.2877 -6.7655 0.4840 0.143
H 2.6822 -3.9286 -1.2617 0.136
H 1.9330 -4.5038 -2.8196 0.145
H -0.1518 -3.7133 -2.3172 0.142
H 0.8399 -2.4315 -1.5387 0.154
Cl -7.9158 -3.6144 4.5718 0.738
C -6.8073 -3.6313 3.2885 -0.688
C -6.3542 -2.3899 2.7559 -0.053
C -5.4211 -2.4221 1.6820 -0.011
C -4.9025 -3.6304 1.1929 -0.208
C -3.8454 -3.6237 0.1489 -0.069
C -4.0817 -4.4635 -1.0816 -0.154
C -3.3373 -4.1575 -2.2451 -0.032
C -3.4150 -4.9294 -3.4271 -0.081
C -4.2947 -6.0145 -3.4822 -0.699
Cl -4.3689 -7.0001 -4.8626 0.738
C -5.1774 -6.2477 -2.4292 -0.071
C -5.1238 -5.4232 -1.2702 0.001
C -5.4481 -4.8253 1.6892 -0.032
C -6.4000 -4.8140 2.7062 -0.091
H -6.6751 -1.4790 3.1699 0.091
H -5.1802 -1.4535 1.2288 0.128
H -3.5926 -2.5933 -0.2006 0.124
H -2.6962 -3.2673 -2.2808 0.111
H -2.7849 -4.7239 -4.2692 0.101
H -5.8796 -7.0446 -2.4868 0.102
H -5.9472 -5.5618 -0.5747 0.104
H -5.1251 -5.7823 1.2498 0.121
H -6.8121 -5.7608 3.0784 0.121